1.
This record from the OMol25 dataset describes a molecular structure, C25H24IN5O3PtS2 at a distorted geometry. The level of theory is wB97M-V/def2-TZVPD.

Last column: natural (NBO) charge in e.
Geometry (Å):
Pt (0.120, 0.029, -0.021)  1.11
C (0.422, -0.372, 5.471)  -0.68
C (0.599, 0.770, 4.544)  0.38
N (0.928, 1.986, 4.840)  -0.19
N (0.910, 2.659, 3.663)  -0.32
C (0.586, 1.889, 2.639)  0.25
S (0.357, 2.362, 1.022)  0.13
N (0.401, 0.679, 3.171)  -0.22
N (0.036, -0.441, 2.431)  -0.60
H (0.584, -0.034, 6.492)  0.29
H (1.136, -1.171, 5.254)  0.24
H (-0.591, -0.771, 5.384)  0.26
H (1.122, 3.646, 3.646)  0.46
H (0.440, -1.273, 2.852)  0.42
H (-1.001, -0.537, 2.426)  0.46
I (-0.629, -2.588, -0.529)  0.52
C (1.440, -2.982, -0.660)  -0.16
C (1.799, -4.237, -1.034)  -0.22
C (3.167, -4.565, -1.142)  -0.19
C (4.110, -3.622, -0.871)  -0.14
C (3.742, -2.309, -0.486)  -0.06
C (4.728, -1.328, -0.235)  -0.14
C (4.380, -0.076, 0.162)  -0.20
C (3.017, 0.251, 0.340)  -0.25
C (2.030, -0.639, 0.045)  -0.18
C (2.365, -1.960, -0.366)  -0.10
H (1.042, -4.983, -1.246)  0.24
H (3.452, -5.564, -1.448)  0.25
H (5.163, -3.865, -0.943)  0.24
H (5.772, -1.593, -0.360)  0.24
H (5.139, 0.674, 0.348)  0.25
H (2.762, 1.243, 0.692)  0.24
C (0.075, 1.430, -4.726)  -0.09
C (-0.968, 1.770, -3.873)  -0.22
C (-0.908, 1.376, -2.553)  0.06
N (0.139, 0.682, -2.085)  -0.40
C (1.145, 0.331, -2.902)  0.05
C (1.143, 0.689, -4.233)  -0.21
H (0.056, 1.738, -5.764)  0.26
H (-1.819, 2.336, -4.225)  0.26
H (-1.707, 1.595, -1.857)  0.27
H (1.959, -0.237, -2.473)  0.24
H (1.965, 0.395, -4.871)  0.26
C (-8.212, 1.950, -1.455)  -0.64
C (-6.910, 1.697, -0.739)  0.02
C (-5.826, 2.561, -0.906)  -0.16
C (-4.619, 2.316, -0.274)  -0.18
C (-4.509, 1.188, 0.536)  -0.40
C (-5.585, 0.344, 0.769)  -0.15
C (-6.781, 0.610, 0.124)  -0.21
S (-2.914, 0.774, 1.109)  2.39
O (-3.004, -0.261, 2.131)  -1.00
O (-2.310, 2.013, 1.633)  -1.00
O (-2.164, 0.287, -0.109)  -1.07
H (-8.110, 2.736, -2.201)  0.22
H (-8.978, 2.252, -0.735)  0.24
H (-8.577, 1.043, -1.940)  0.23
H (-5.930, 3.438, -1.534)  0.22
H (-3.773, 2.985, -0.382)  0.23
H (-5.479, -0.498, 1.443)  0.24
H (-7.630, -0.042, 0.295)  0.23

Its total charge is +2. The energy comes out at -2679.37084 a.u. The calculation puts the relative energy (zero: lowest compared OMol25 entry of this formula, charge and spin) at 100.3 kJ/mol. Its frontier orbital gap is 4.33 eV. For the LUMO energy, the calculation gives -0.3309 Ha.

2.
This record from the OMol25 dataset describes 13 unconnected molecules or ions with the total composition C48H131N9O15 at a distorted geometry. The level of theory is wB97M-V/def2-TZVPD.

Last column: Mulliken charge in e.
Geometry (Å):
C (-0.749, -3.751, -1.530)  -1.51
C (-0.256, -3.176, -2.842)  0.85
C (-0.987, -3.899, -3.957)  -0.73
O (-0.527, -5.230, -4.140)  -0.35
C (-1.250, -5.835, -5.169)  -0.82
N (-0.520, -1.732, -2.985)  0.47
H (-0.244, -3.289, -0.681)  0.03
H (-0.540, -4.810, -1.473)  0.51
H (-1.820, -3.552, -1.493)  0.30
H (0.834, -3.351, -2.925)  -0.03
H (-0.869, -3.352, -4.911)  0.37
H (-2.048, -3.892, -3.702)  0.44
H (-1.264, -5.243, -6.091)  0.30
H (-2.257, -6.190, -4.901)  0.30
H (-0.734, -6.769, -5.268)  0.31
H (-0.375, -1.393, -3.924)  -0.05
H (-0.037, -1.196, -2.260)  -0.63
C (-1.349, 0.235, 0.938)  -0.70
C (-0.107, 1.056, 0.719)  3.20
C (-0.131, 1.811, -0.566)  -1.79
O (0.206, 0.990, -1.656)  2.07
C (1.621, 1.050, -1.858)  -0.46
N (0.045, 2.050, 1.781)  0.53
H (-2.229, 0.916, 1.040)  0.20
H (-1.339, -0.398, 1.826)  -0.49
H (-1.454, -0.431, 0.084)  0.17
H (0.768, 0.373, 0.687)  -1.75
H (0.633, 2.612, -0.508)  0.11
H (-1.161, 2.186, -0.752)  0.00
H (1.951, 2.104, -2.032)  0.41
H (1.798, 0.558, -2.813)  -0.17
H (2.142, 0.516, -1.051)  -0.40
H (0.999, 2.412, 1.762)  -0.38
H (-0.186, 1.607, 2.697)  0.03
C (4.168, 3.659, -3.085)  -0.91
C (4.192, 3.179, -4.532)  2.00
C (4.414, 4.293, -5.505)  -0.96
O (5.248, 5.347, -5.014)  -0.35
C (5.369, 6.293, -6.051)  -0.73
N (5.295, 2.212, -4.708)  -0.76
H (5.087, 4.123, -2.727)  0.50
H (3.918, 2.816, -2.448)  -0.32
H (3.353, 4.383, -2.954)  0.30
H (3.217, 2.740, -4.746)  -0.71
H (3.456, 4.749, -5.809)  0.29
H (4.877, 3.910, -6.420)  0.43
H (6.119, 5.984, -6.788)  0.27
H (5.717, 7.210, -5.563)  0.26
H (4.385, 6.516, -6.501)  0.32
H (5.117, 1.395, -4.108)  0.22
H (5.432, 1.920, -5.664)  0.30
C (2.336, 2.758, 4.321)  -0.84
C (3.525, 3.594, 3.798)  1.15
C (3.307, 4.167, 2.424)  -1.63
O (2.959, 3.245, 1.392)  0.15
C (4.114, 2.526, 0.995)  -0.62
N (3.863, 4.684, 4.699)  -0.68
H (1.513, 3.434, 4.561)  0.40
H (2.644, 2.343, 5.286)  0.48
H (1.998, 1.942, 3.644)  -0.31
H (4.397, 2.931, 3.670)  0.14
H (4.235, 4.651, 2.092)  0.62
H (2.489, 4.921, 2.561)  0.16
H (5.071, 3.110, 1.075)  0.46
H (3.970, 2.161, -0.020)  -0.29
H (4.306, 1.691, 1.669)  0.30
H (4.710, 5.136, 4.464)  0.20
H (3.728, 4.516, 5.685)  0.22
C (2.951, -2.626, -5.531)  -1.36
C (4.170, -3.426, -5.048)  0.76
C (4.244, -4.690, -5.932)  -1.05
O (5.442, -5.377, -5.561)  -0.34
C (5.502, -6.649, -6.174)  -0.76
N (5.454, -2.711, -5.028)  -0.50
H (2.087, -3.305, -5.586)  0.36
H (3.079, -2.197, -6.540)  0.63
H (2.772, -1.748, -4.928)  0.10
H (3.959, -3.790, -4.037)  -0.04
H (4.297, -4.416, -7.019)  0.35
H (3.389, -5.334, -5.786)  0.51
H (6.407, -7.144, -5.869)  0.28
H (5.475, -6.578, -7.289)  0.29
H (4.709, -7.324, -5.814)  0.28
H (6.177, -3.330, -5.389)  0.24
H (5.425, -1.924, -5.655)  0.24
C (0.653, 1.488, -7.614)  -1.62
C (0.607, 0.790, -6.247)  0.13
C (-0.225, 1.739, -5.436)  0.35
O (0.621, 2.816, -5.116)  -0.32
C (0.138, 3.559, -4.014)  -0.39
N (0.025, -0.560, -6.300)  -0.30
H (1.318, 0.938, -8.273)  0.45
H (0.946, 2.507, -7.461)  0.35
H (-0.352, 1.404, -8.035)  0.41
H (1.545, 0.784, -5.711)  0.07
H (-0.488, 1.145, -4.549)  -0.59
H (-1.117, 1.933, -6.029)  0.41
H (-0.733, 4.187, -4.275)  0.40
H (0.866, 4.224, -3.550)  0.30
H (-0.201, 2.937, -3.187)  -0.29
H (0.689, -1.147, -6.787)  0.25
H (-0.814, -0.535, -6.865)  0.26
C (-1.152, 0.582, 7.075)  -1.53
C (-0.142, 0.747, 5.969)  0.60
C (1.020, -0.169, 6.195)  -1.00
O (0.552, -1.520, 6.295)  -0.29
C (1.644, -2.379, 6.106)  -0.75
N (-0.633, 0.606, 4.570)  0.10
H (-1.486, -0.471, 7.146)  0.29
H (-1.977, 1.279, 6.980)  0.31
H (-0.704, 0.855, 8.048)  0.45
H (0.318, 1.742, 6.007)  0.14
H (1.547, 0.029, 7.140)  0.51
H (1.654, -0.047, 5.319)  0.45
H (1.224, -3.363, 6.042)  0.25
H (2.313, -2.330, 6.984)  0.31
H (2.240, -2.041, 5.247)  0.28
H (-1.035, -0.322, 4.380)  -0.34
H (-1.434, 1.255, 4.509)  -0.07
C (-0.015, 5.817, 0.512)  -0.50
C (-1.341, 5.092, 0.176)  0.11
O (-1.780, 4.350, 1.306)  -0.53
H (0.333, 6.465, -0.260)  0.44
H (0.745, 5.086, 0.789)  -0.27
H (-0.179, 6.390, 1.470)  0.28
H (-1.289, 4.461, -0.733)  -0.20
H (-2.111, 5.879, 0.006)  0.37
H (-1.176, 3.549, 1.497)  0.33
C (4.909, -2.153, -1.392)  -0.88
C (4.972, -0.684, -1.632)  0.75
O (4.901, -0.460, -3.048)  -0.45
H (4.098, -2.535, -2.025)  -0.04
H (4.643, -2.380, -0.343)  0.36
H (5.853, -2.697, -1.611)  0.35
H (5.861, -0.206, -1.211)  0.19
H (4.061, -0.264, -1.213)  -0.44
H (5.370, -1.171, -3.517)  0.22
C (-4.608, 1.257, -3.053)  -1.48
C (-3.162, 0.775, -3.073)  0.75
O (-3.110, -0.453, -2.395)  -0.38
H (-5.247, 0.376, -3.084)  0.29
H (-4.847, 1.908, -3.909)  0.43
H (-4.792, 1.844, -2.181)  0.29
H (-2.486, 1.489, -2.557)  -0.28
H (-2.778, 0.646, -4.089)  0.08
H (-2.243, -0.872, -2.481)  -0.06
C (-4.934, -0.084, 0.942)  0.41
C (-5.319, -1.269, 0.053)  -1.01
O (-4.145, -1.987, -0.393)  -0.32
H (-4.315, -0.401, 1.750)  -0.52
H (-5.869, 0.307, 1.351)  0.58
H (-4.420, 0.674, 0.316)  0.00
H (-5.875, -0.878, -0.816)  0.38
H (-5.920, -2.033, 0.563)  0.36
H (-3.813, -1.423, -1.092)  0.50
C (1.598, -1.948, 1.907)  -0.02
O (0.430, -2.689, 1.724)  -0.07
C (0.008, -3.266, 2.958)  0.20
C (-1.331, -3.968, 2.679)  -1.29
N (-2.379, -3.014, 2.472)  1.11
C (-3.690, -3.608, 2.387)  -0.10
C (-4.263, -3.901, 3.772)  -0.10
O (-5.605, -4.364, 3.641)  -0.40
C (-5.697, -5.619, 3.013)  -0.78
H (1.828, -1.470, 0.967)  -0.31
H (2.419, -2.607, 2.224)  0.40
H (1.410, -1.215, 2.693)  -0.07
H (-0.060, -2.477, 3.739)  -0.25
H (0.751, -4.042, 3.276)  0.47
H (-1.471, -4.698, 3.483)  0.49
H (-1.165, -4.578, 1.782)  0.32
H (-2.192, -2.419, 1.690)  -0.62
H (-3.662, -4.505, 1.782)  0.37
H (-4.360, -2.947, 1.859)  -0.36
H (-4.259, -2.928, 4.280)  -0.25
H (-3.573, -4.562, 4.330)  0.43
H (-6.627, -6.023, 3.427)  0.25
H (-4.774, -6.172, 3.215)  0.37
H (-5.822, -5.488, 1.944)  0.22
C (-3.261, 4.018, 4.633)  -0.91
O (-3.161, 2.625, 4.723)  -0.15
C (-4.423, 2.022, 4.315)  -1.24
C (-4.490, 0.563, 4.627)  0.32
N (-4.962, 0.407, 5.991)  -0.37
C (-5.269, -0.952, 6.331)  -0.40
C (-6.024, -0.973, 7.662)  -0.81
O (-5.176, -0.357, 8.664)  -0.28
C (-6.016, 0.287, 9.668)  -0.77
H (-3.298, 4.381, 3.593)  0.28
H (-2.297, 4.348, 5.089)  0.24
H (-4.110, 4.384, 5.209)  0.34
H (-4.570, 2.258, 3.249)  0.45
H (-5.190, 2.569, 4.865)  0.47
H (-3.535, 0.068, 4.485)  -0.17
H (-5.198, 0.081, 3.971)  0.44
H (-4.296, 0.768, 6.642)  0.28
H (-4.438, -1.689, 6.410)  0.18
H (-5.990, -1.331, 5.566)  0.32
H (-6.303, -1.997, 7.948)  0.38
H (-6.948, -0.364, 7.638)  0.38
H (-6.798, 0.869, 9.185)  0.37
H (-5.338, 0.932, 10.220)  0.24
H (-6.454, -0.448, 10.334)  0.28

Its total charge is 0. The energy comes out at -3528.56651 a.u. Its frontier orbital gap is 8.89 eV. For the LUMO energy, the calculation gives 0.0201 Ha.

3.
This record from the OMol25 dataset describes 7 unconnected molecules or ions with the total composition C21H50N10O7P at a distorted geometry. The level of theory is wB97M-V/def2-TZVPD.

Last column: Mulliken charge in e.
Geometry (Å):
C (1.230, -0.927, 7.223)  -0.99
P (2.134, 0.605, 6.812)  -0.04
O (1.434, 0.965, 5.387)  -0.33
N (3.730, 0.034, 6.189)  -0.18
C (4.522, -0.748, 6.910)  0.53
N (4.295, -1.215, 8.134)  -0.41
C (5.353, -1.944, 8.444)  -0.07
N (6.243, -1.949, 7.464)  -0.06
N (5.743, -1.186, 6.467)  -0.04
H (1.056, -1.501, 6.313)  0.37
H (1.779, -1.555, 7.909)  0.34
H (0.292, -0.624, 7.662)  0.36
H (0.919, 0.186, 5.115)  0.20
H (4.064, 0.321, 5.285)  0.23
H (5.441, -2.458, 9.379)  0.45
H (7.125, -2.437, 7.465)  0.23
H (6.199, -1.032, 5.587)  0.21
C (1.006, -1.710, 0.800)  -1.33
C (0.894, -1.060, 2.146)  1.09
O (0.269, -1.560, 3.080)  -0.69
N (1.475, 0.145, 2.325)  0.22
C (2.251, 0.939, 1.389)  -0.91
H (0.449, -2.642, 0.821)  0.29
H (0.559, -1.053, 0.054)  0.15
H (2.041, -1.928, 0.533)  0.45
H (1.308, 0.506, 3.247)  0.06
H (3.247, 1.127, 1.794)  0.29
H (1.762, 1.900, 1.222)  0.23
H (2.348, 0.428, 0.438)  0.35
C (-2.733, -0.422, -2.495)  -1.58
C (-2.219, -0.759, -1.124)  1.03
O (-1.339, -0.114, -0.570)  -0.63
N (-2.775, -1.822, -0.478)  -0.11
C (-3.836, -2.700, -0.945)  -0.97
H (-2.198, 0.442, -2.872)  0.22
H (-2.567, -1.252, -3.182)  0.41
H (-3.797, -0.186, -2.457)  0.44
H (-2.377, -1.994, 0.433)  0.24
H (-4.685, -2.657, -0.259)  0.26
H (-3.475, -3.729, -0.982)  0.34
H (-4.171, -2.410, -1.934)  0.36
C (1.395, -0.321, -6.240)  -1.35
C (0.428, 0.144, -5.180)  0.82
O (-0.761, -0.132, -5.211)  -0.64
N (0.932, 0.899, -4.166)  -0.07
C (2.303, 1.328, -3.967)  -0.81
H (0.856, -0.906, -6.979)  0.30
H (1.859, 0.528, -6.740)  0.38
H (2.174, -0.945, -5.803)  0.38
H (0.242, 1.178, -3.487)  0.16
H (2.678, 0.947, -3.014)  0.19
H (2.353, 2.418, -3.948)  0.30
H (2.942, 0.964, -4.764)  0.34
C (-3.063, 4.075, 3.727)  -0.90
C (-1.669, 4.249, 3.172)  0.59
O (-1.072, 5.310, 3.233)  -0.68
N (-1.091, 3.162, 2.592)  -0.01
C (-1.636, 1.823, 2.434)  0.54
H (-3.386, 5.019, 4.153)  0.35
H (-3.757, 3.789, 2.936)  0.22
H (-3.074, 3.314, 4.509)  0.25
H (-0.169, 3.347, 2.234)  0.11
H (-0.987, 1.108, 2.942)  -0.05
H (-1.684, 1.568, 1.374)  0.30
H (-2.632, 1.755, 2.858)  -0.74
C (-5.421, 1.572, 3.248)  -1.61
C (-4.816, 1.057, 1.962)  0.82
O (-4.663, 1.772, 0.987)  -0.62
N (-4.436, -0.250, 1.927)  0.09
C (-4.532, -1.243, 2.980)  -0.99
H (-5.668, 2.620, 3.120)  0.32
H (-6.332, 1.024, 3.491)  0.51
H (-4.713, 1.475, 4.073)  0.40
H (-4.040, -0.529, 1.042)  0.05
H (-3.538, -1.624, 3.225)  0.27
H (-5.151, -2.080, 2.649)  0.32
H (-4.973, -0.820, 3.876)  0.40
C (1.226, 0.395, -9.935)  -1.36
C (2.425, -0.512, -9.770)  0.80
O (3.217, -0.382, -8.849)  -0.65
N (2.595, -1.491, -10.695)  -0.17
C (1.766, -1.795, -11.847)  -0.81
H (1.224, 1.121, -9.129)  0.27
H (1.275, 0.926, -10.885)  0.46
H (0.300, -0.180, -9.891)  0.38
H (3.411, -2.060, -10.531)  0.24
H (1.386, -2.815, -11.772)  0.28
H (2.355, -1.711, -12.761)  0.28
H (0.925, -1.114, -11.911)  0.31

Its total charge is +1. The energy comes out at -2245.63967 a.u. Its frontier orbital gap is 7.36 eV. For the LUMO energy, the calculation gives -0.1178 Ha.